Below is 3 unconnected molecules or ions with the total composition C32H43ClN4O9 in a non-equilibrium geometry, with properties calculated with ωB97M-V with the def2-TZVPD basis set.

Structure (SMILES): COCCCCCCc1nc2c(-c3ccncc3)c(CC(=O)Cl)ccc2nc1CC(=O)N(C)C.COC(=O)OC.COC(=O)OC
Energy (eV): -70792.0060
Orbital gap (eV): 8.9
E_LUMO (eV): -0.3
HOMO energy (eV): -9.16

Atoms and positions in Å:
C: -5.07756 6.39417 -4.72388
O: -4.31195 5.34553 -5.27996
C: -4.59654 4.08083 -4.70602
C: -3.47195 3.63003 -3.78568
C: -3.88230 2.45667 -2.88343
C: -3.64728 2.71656 -1.37480
C: -2.37284 2.02728 -0.92183
C: -2.02160 2.31001 0.55191
C: -0.58583 1.96339 0.79235
N: -0.31603 0.78198 1.27040
C: 1.00756 0.49463 1.46034
C: 1.36740 -0.77019 2.01214
C: 0.28287 -1.71727 2.39217
C: 0.08072 -2.02409 3.73311
C: -0.94667 -2.89277 4.07056
N: -1.76261 -3.47543 3.19275
C: -1.55769 -3.15715 1.91450
C: -0.56511 -2.30039 1.46288
C: 2.70347 -1.09282 2.20018
C: 3.14539 -2.41746 2.79248
C: 4.30058 -2.98534 2.02428
O: 4.30310 -3.03526 0.85260
Cl: 5.62681 -3.61634 2.98759
C: 3.70645 -0.15958 1.84398
C: 3.35462 1.05945 1.32343
C: 2.00470 1.41532 1.13244
N: 1.70746 2.65182 0.63071
C: 0.44277 2.91375 0.48273
C: 0.09199 4.28618 -0.02611
C: -0.16936 5.19940 1.16322
O: 0.43402 5.04064 2.18426
N: -1.17086 6.18417 0.98243
C: -0.57170 7.22334 0.05823
C: -1.44532 6.83113 2.27889
H: -4.74237 6.61012 -3.70782
H: -6.14067 6.15107 -4.69524
H: -4.95509 7.26422 -5.35753
H: -4.71665 3.38117 -5.53298
H: -5.54200 4.09663 -4.16066
H: -2.64293 3.35620 -4.43301
H: -3.15356 4.50404 -3.21838
H: -4.91992 2.19430 -3.08188
H: -3.29537 1.59052 -3.17709
H: -4.51465 2.32387 -0.85125
H: -3.59777 3.79253 -1.22776
H: -1.55531 2.42203 -1.52305
H: -2.46625 0.95448 -1.05533
H: -2.64606 1.70617 1.20150
H: -2.22208 3.34850 0.80383
H: 0.71077 -1.59349 4.49441
H: -1.10719 -3.12143 5.11600
H: -2.22099 -3.60415 1.18606
H: -0.46062 -2.07939 0.41458
H: 2.32720 -3.12951 2.72629
H: 3.37186 -2.27565 3.84417
H: 4.75729 -0.37420 1.96312
H: 4.10597 1.78280 1.04852
H: -0.75981 4.27755 -0.69516
H: 0.96235 4.64073 -0.57190
H: 0.50952 7.24845 0.16442
H: -1.00520 8.17555 0.32410
H: -0.82543 6.96399 -0.96305
H: -2.26448 7.53179 2.14458
H: -0.59045 7.39845 2.64171
H: -1.73701 6.10427 3.02518
C: 2.35519 -5.29659 -4.85756
O: 2.49278 -3.92609 -4.47848
C: 2.42876 -3.71449 -3.16366
O: 2.26888 -4.56226 -2.32334
O: 2.57018 -2.41141 -2.94198
C: 2.51983 -2.05727 -1.55465
H: 2.42543 -5.32342 -5.94104
H: 3.15491 -5.89648 -4.42757
H: 1.38770 -5.68630 -4.54701
H: 3.31631 -2.54583 -1.00030
H: 1.55328 -2.32777 -1.12979
H: 2.64472 -0.97821 -1.49923
C: 1.53160 -9.22802 4.02540
O: 2.25497 -8.04062 3.69981
C: 2.18106 -7.69265 2.41328
O: 1.57752 -8.28528 1.55915
O: 2.88924 -6.57885 2.24488
C: 2.89738 -6.07637 0.90184
H: 1.67572 -9.39293 5.08929
H: 0.47071 -9.10065 3.81875
H: 1.92073 -10.07960 3.47056
H: 1.88966 -5.82390 0.57771
H: 3.33881 -6.79857 0.21886
H: 3.50475 -5.18019 0.90990

Here are the Mulliken charges for atoms 1 to 5, given in e: -0.694 -0.341 -0.805 -0.282 -0.848

***

Below is 7 unconnected molecules or ions with the total composition C32H43F3NO24S in a non-equilibrium geometry, with properties calculated with ωB97M-V with the def2-TZVPD basis set.

Total charge: +1
Energy (eV): -103490.3447
Orbital gap (eV): 6.4
E_LUMO (eV): -5.1
HOMO energy (eV): -11.45

Atoms and positions in Å:
O: -5.38106 2.86060 7.13386
C: -4.46923 2.73147 6.40148
O: -3.32859 2.13170 6.73261
C: -4.55441 3.27856 5.01272
C: -4.21746 4.60953 4.81480
C: -4.29719 5.12782 3.53841
N: -4.70480 4.35495 2.49749
S: -4.75090 5.19668 0.94385
O: -5.75417 4.61624 0.13462
O: -4.79004 6.57406 1.29104
C: -2.99135 4.86538 0.31638
F: -3.03606 4.68349 -0.97190
F: -2.48407 3.81532 0.94296
F: -2.28111 5.92786 0.63461
C: -5.04356 3.03034 2.66445
C: -5.46605 2.17320 1.50854
O: -4.48095 2.27546 0.50879
O: -5.05262 1.98357 -0.76310
C: -4.97628 2.49750 3.94186
H: -2.70907 2.10043 5.99430
H: -3.89005 5.21992 5.63984
H: -4.04632 6.15004 3.32518
H: -6.44639 2.45983 1.13946
H: -5.53571 1.14748 1.86131
H: -5.26506 1.03866 -0.71080
H: -5.25011 1.46816 4.08831
C: 2.13267 2.84201 0.43018
C: 1.35632 1.64591 -0.05109
C: -0.14221 1.70913 0.13163
O: -0.49540 0.32071 0.23451
C: 0.58239 -0.34126 0.71693
O: 0.57944 -1.48311 1.04981
O: 1.66266 0.46366 0.73162
H: 1.83580 3.12329 1.44238
H: 3.19873 2.62228 0.44845
H: 1.96384 3.68599 -0.23762
H: 1.59777 1.42427 -1.08986
H: -0.66169 2.17206 -0.70283
H: -0.42208 2.19963 1.06837
C: 1.20451 -5.62309 -0.89089
C: 1.74669 -4.54935 -1.79408
C: 1.03494 -3.21617 -1.72434
O: 1.28820 -2.68180 -3.03641
C: 1.46625 -3.72311 -3.87740
O: 1.52212 -3.59880 -5.06167
O: 1.56220 -4.87673 -3.19764
H: 0.11958 -5.70037 -0.98170
H: 1.62922 -6.58995 -1.15584
H: 1.45869 -5.40026 0.14435
H: 2.81360 -4.43094 -1.63400
H: 1.41953 -2.54809 -0.96069
H: -0.04543 -3.32234 -1.59934
C: -1.01641 -1.16449 -5.45428
C: -1.46625 -0.09956 -4.49026
C: -1.87835 1.22502 -5.09651
O: -1.63127 2.13891 -4.01102
C: -0.65942 1.60745 -3.24651
O: -0.11679 2.18817 -2.35448
O: -0.40082 0.34110 -3.60898
H: -0.28679 -0.78183 -6.16799
H: -0.54471 -1.99033 -4.92632
H: -1.87967 -1.54382 -6.00085
H: -2.26223 -0.48996 -3.84946
H: -2.92242 1.27288 -5.39162
H: -1.24393 1.50597 -5.93880
C: 3.27277 -4.88169 -7.87859
C: 3.01640 -6.28481 -7.40262
C: 4.23760 -7.10362 -7.04507
O: 3.78075 -8.44250 -7.28173
C: 2.80940 -8.38787 -8.22595
O: 2.34517 -9.33176 -8.77380
O: 2.45000 -7.10222 -8.45050
H: 4.03649 -4.85650 -8.65790
H: 2.36356 -4.45413 -8.29789
H: 3.59128 -4.25985 -7.04307
H: 2.30583 -6.27634 -6.57185
H: 4.55705 -6.99106 -6.01250
H: 5.07644 -6.90199 -7.71582
C: -2.28016 3.55870 11.98287
C: -1.76010 3.79807 10.59140
C: -1.01611 5.09812 10.36832
O: -1.25389 5.33714 8.96560
C: -2.41389 4.74278 8.64731
O: -2.98998 4.90208 7.61045
O: -2.84369 3.95400 9.63915
H: -2.81749 4.43180 12.35376
H: -2.96917 2.71597 11.99147
H: -1.45396 3.33968 12.65768
H: -1.15712 2.95035 10.25588
H: 0.04985 5.04098 10.56562
H: -1.45193 5.92407 10.93263
C: 7.43754 -1.36952 -1.12850
C: 6.76921 -2.42371 -1.96983
C: 5.43053 -2.04502 -2.57160
O: 4.79104 -3.32575 -2.69983
C: 5.31421 -4.14080 -1.75403
O: 4.88054 -5.21124 -1.47289
O: 6.38664 -3.56763 -1.17214
H: 6.73915 -0.95170 -0.40232
H: 8.27364 -1.79699 -0.57771
H: 7.81220 -0.56625 -1.76182
H: 7.44957 -2.78234 -2.74663
H: 5.49855 -1.56038 -3.54119
H: 4.83540 -1.42936 -1.89317

Here are the Mulliken charges for atoms 1 to 5, given in e: -0.471 0.207 -0.447 0.254 -0.645